a) 18
Properties=species:S:1:pos:R:3:nbo_charge:R:1 method="wB97M-V/def2-TZVPD" e_lumo_ev=-4.341 charge=+1
C 0.85786 -0.65021 0.77339 -0.27
C -0.54960 -0.02773 0.59736 -0.24
C 0.18417 -0.57623 -0.56428 0.48
C 2.07665 0.24598 0.73418 -0.64
C -1.73432 -0.75253 1.19734 -0.58
N 0.41060 -0.87864 -1.77384 -0.63
I -1.66547 2.36271 -2.17696 -0.15
H 0.80046 -1.48582 1.38143 0.26
H -0.80137 1.03230 0.64121 0.28
H 2.16624 0.94141 -0.08068 0.23
H 3.06133 -0.34357 0.42911 0.25
H 2.08619 0.75576 1.75644 0.26
H -2.66626 -0.42744 0.71270 0.24
H -1.71180 -0.54231 2.28314 0.25
H -1.54889 -1.72607 0.98609 0.21
H 1.30056 -1.26744 -2.17982 0.46
H -1.88633 3.96105 -2.31339 0.16
H -0.38003 -0.62121 -2.40340 0.44

---

b) 18
Properties=species:S:1:pos:R:3:nbo_charge:R:1 method="wB97M-V/def2-TZVPD" e_lumo_ev="-4.060 / -4.060" charge=+1
C -0.69517 -1.63715 0.02519 -0.46
C 0.75553 -0.92917 0.43328 0.12
C -0.65434 0.66318 -0.25378 -0.21
C -1.50435 -0.37613 0.38341 -0.32
C 1.93511 -0.99631 -0.44076 -0.73
N -1.13948 1.97180 0.08629 -0.71
I -3.67967 -0.18432 -0.24017 0.01
H -0.52527 -1.87039 -1.00708 0.24
H -0.72538 -2.47825 0.82901 0.26
H 0.93667 -0.73422 1.46973 0.20
H -0.55419 0.53352 -1.40454 0.23
H -1.55510 -0.32272 1.49234 0.23
H 2.17305 0.02909 -0.92323 0.27
H 1.84386 -1.71796 -1.28225 0.24
H 2.78457 -1.36201 0.21719 0.26
H -1.95271 2.28984 -0.57717 0.45
H -0.50276 2.76060 -0.11204 0.45
H -1.44055 2.00288 1.05837 0.45

---

Which of them is the most stable? Correct choice: a).

---

a) 9
Properties=species:S:1:pos:R:3:nbo_charge:R:1 method="wB97M-V/def2-TZVPD" smiles=ClN1CNN1 e_lumo_ev=0.933 charge=0
Cl -2.17935 -0.22053 0.33413 0.04
N -0.81697 0.20202 -0.63724 -0.28
C 0.32017 -0.70348 -0.47963 -0.09
N 1.02013 0.17080 0.43294 -0.47
N 0.04040 1.24480 -0.04286 -0.32
H 1.00343 -0.82060 -1.44317 0.20
H 0.22541 -1.71247 -0.12396 0.21
H 0.91618 -0.06769 1.45730 0.35
H -0.52941 1.90716 0.50250 0.37

---

b) 9
Properties=species:S:1:pos:R:3:nbo_charge:R:1 method="wB97M-V/def2-TZVPD" smiles="[H]/N=C(/N)NCl" e_lumo_ev=0.131 charge=0
H 1.60921 0.05921 -1.09845 0.31
N 1.59021 -0.03025 -0.12623 -0.80
C 0.10636 -0.02387 0.08715 0.54
N -0.13615 -0.76922 1.23785 -0.79
N -0.77602 0.67819 -0.68233 -0.60
Cl -0.36316 0.87810 -2.33797 0.16
H 0.69946 -0.73886 1.94764 0.44
H -0.99730 -0.50668 1.62671 0.36
H -1.73261 0.45337 -0.65437 0.39

---

Which of them is the most stable? Correct choice: b).

---

a) 41
Properties=species:S:1:pos:R:3:nbo_charge:R:1 method="wB97M-V/def2-TZVPD" e_lumo_ev=0.283 charge=0
Ag 0.79171 0.79675 0.94161 0.93
N 2.97700 1.08956 2.93624 0.72
O 2.60209 -0.05776 2.68420 -0.58
O 2.51356 1.96636 2.24806 -0.58
O 3.80552 1.29197 3.82510 -0.51
C -0.59536 -2.85029 2.72725 -0.71
C -1.37765 -1.56522 2.67965 0.68
O -0.83380 -0.64526 2.09960 -0.68
N -2.63551 -1.51945 3.07262 -0.60
C -3.59706 -0.37884 2.83534 -0.42
H 0.33790 -2.80996 2.16557 0.26
H -1.07695 -3.73214 2.30474 0.22
H -0.34016 -3.14273 3.74581 0.23
H -3.04840 -2.24020 3.64720 0.40
H -3.36092 0.35061 2.06058 0.23
H -3.71506 0.23694 3.72697 0.21
H -4.51274 -0.89033 2.53866 0.20
C -2.16014 3.65839 -0.41714 -0.72
C -1.19026 2.62165 -1.00933 0.70
O -0.06924 2.41450 -0.58858 -0.66
N -1.66503 1.77358 -2.01128 -0.61
C -0.75449 0.89257 -2.76647 -0.44
H -2.09356 3.42876 0.64632 0.25
H -3.18488 3.50977 -0.75761 0.22
H -1.88860 4.70585 -0.54828 0.25
H -2.37669 2.22929 -2.56441 0.38
H -1.27356 0.04409 -3.21228 0.20
H 0.05281 0.55130 -2.11847 0.24
H -0.22092 1.34189 -3.60404 0.19
C 3.56419 0.39637 -2.31052 -0.71
C 2.52277 -0.59304 -1.85742 0.68
O 1.96577 -0.38317 -0.75619 -0.71
N 2.23448 -1.64400 -2.58833 -0.58
C 1.18687 -2.60420 -2.30176 -0.41
H 3.15595 1.13235 -3.00317 0.24
H 4.36889 -0.06667 -2.88162 0.21
H 4.14703 0.93792 -1.56546 0.26
H 2.85341 -1.79582 -3.37189 0.40
H 0.19767 -2.19488 -2.50680 0.20
H 1.18054 -2.81054 -1.23148 0.23
H 1.51271 -3.44585 -2.91295 0.21

---

b) 41
Properties=species:S:1:pos:R:3:nbo_charge:R:1 method="wB97M-V/def2-TZVPD" e_lumo_ev=0.229 charge=0
Ag -0.48102 -0.84526 -1.03273 0.93
N -1.67984 -2.64802 -3.43372 0.71
O -2.04910 -3.45384 -4.29309 -0.47
O -2.13173 -1.45233 -3.46061 -0.60
O -0.86931 -2.93523 -2.51204 -0.58
C -2.58083 2.85990 0.97444 -0.71
C -2.31106 1.80025 -0.06543 0.68
O -1.25774 1.16891 -0.01396 -0.71
N -3.12086 1.86432 -1.12862 -0.58
C -3.03442 0.92314 -2.24927 -0.43
H -2.17580 3.80940 0.61906 0.24
H -2.13594 2.53779 1.91311 0.23
H -3.62132 3.13277 1.16588 0.22
H -3.96446 2.40658 -1.12878 0.40
H -2.53515 -0.00468 -1.98692 0.24
H -2.66064 1.34859 -3.18002 0.21
H -4.07382 0.68278 -2.49045 0.21
C 2.07932 2.00923 -2.01633 -0.71
C 2.26059 0.76425 -1.18834 0.69
O 1.72414 -0.28901 -1.52936 -0.68
N 3.15090 0.83897 -0.18173 -0.61
C 3.50420 -0.35313 0.59211 -0.44
H 1.24145 2.62111 -1.68314 0.25
H 1.85216 1.73060 -3.04379 0.25
H 3.00770 2.58228 -2.04106 0.21
H 3.89285 1.51540 -0.17411 0.40
H 4.55185 -0.58158 0.39163 0.21
H 3.03535 -1.28563 0.27924 0.24
H 3.24012 -0.25937 1.64403 0.20
C 1.49711 -3.28281 2.10710 -0.72
C 0.50862 -2.16215 2.04468 0.69
O -0.14682 -1.92473 1.03345 -0.69
N 0.45140 -1.39343 3.14008 -0.60
C -0.22778 -0.08749 3.21379 -0.43
H 1.17179 -3.95911 1.31348 0.26
H 1.29202 -3.87992 2.99877 0.23
H 2.52665 -2.97040 1.97792 0.23
H 1.06403 -1.56264 3.91881 0.39
H -0.20009 0.35444 4.20303 0.21
H -1.18835 -0.18229 2.71582 0.23
H 0.39383 0.56232 2.58706 0.20

---

Which of them is the most stable? Correct choice: b).

---

a) 17
Properties=species:S:1:pos:R:3:nbo_charge:R:1 method="wB97M-V/def2-TZVPD" e_lumo_ev=0.882 charge=0
C -0.54208 0.55917 -0.24728 -0.18
C -0.73903 -0.48985 0.86185 -0.39
C 0.50927 -1.35992 0.53239 -0.42
C 1.18030 -0.54178 -0.48732 -0.21
C 0.77465 0.91050 0.08697 -0.40
C -0.08555 -0.18654 -1.31475 -0.42
H -1.64574 2.51550 0.63008 0.14
H -1.88299 -0.84175 1.00717 0.25
H -0.25431 0.15905 1.85705 0.18
H 0.15303 -2.44745 0.05833 0.20
H 1.04695 -1.63909 1.50957 0.22
H 2.11138 -0.75389 -0.81589 0.22
H 0.89236 0.97425 1.19848 0.19
H 1.03836 1.97572 -0.25376 0.24
H -0.59946 -0.99860 -1.93572 0.21
H 0.04066 0.45821 -2.24331 0.22
S -1.99781 1.70648 -0.44387 -0.05

---

b) 17
Properties=species:S:1:pos:R:3:nbo_charge:R:1 method="wB97M-V/def2-TZVPD" smiles=CC[C@@]12C[C@@H]1[C@H]2S e_lumo_ev=0.934 charge=0
C 1.09647 1.61225 1.09471 -0.60
C -0.35076 1.21201 0.58567 -0.42
C -0.12296 -0.18895 -0.00462 -0.04
C 0.58596 -1.38102 0.45208 -0.39
C -0.74448 -1.59335 -0.04511 -0.23
C -0.51474 -0.81206 -1.37032 -0.33
S -1.81563 -0.00804 -2.31977 0.00
H 1.47397 1.05473 2.02645 0.20
H 1.13658 2.65957 1.35468 0.20
H 1.85457 1.40291 0.26723 0.21
H -0.56441 2.12352 -0.01553 0.24
H -1.05589 1.20870 1.54044 0.21
H 0.83773 -1.55014 1.45108 0.22
H 1.43849 -1.80201 -0.13607 0.17
H -1.71131 -1.90369 0.27311 0.24
H 0.31668 -1.16834 -1.90523 0.20
H -1.86024 -0.86608 -3.24878 0.11

---

Which of them is the most stable? Correct choice: b).

---

a) 60
Properties=species:S:1:pos:R:3:nbo_charge:R:1 method="wB97M-V/def2-TZVPD" smiles="O=C1OCCO1.O=C1OCCO1.O=C1OCCO1.O=C1OCCO1.O=C1OCCO1.O=C1OCCO1" e_lumo_ev=0.443 charge=0
O -1.28124 -2.92246 7.97638 -0.57
C -0.45414 -2.31123 7.39456 0.97
O 0.56221 -1.64717 8.03385 -0.50
C 1.21370 -0.80412 7.06871 -0.10
C 0.89441 -1.49463 5.77520 -0.11
O -0.32704 -2.18816 6.07306 -0.49
H 0.64499 0.12881 7.10909 0.19
H 2.27121 -0.72966 7.29348 0.21
H 1.60021 -2.23886 5.39874 0.19
H 0.74940 -0.81328 4.93516 0.23
O -2.02651 -2.48703 1.00704 -0.62
C -2.51284 -1.86868 1.92216 0.98
O -2.11573 -2.05968 3.19484 -0.48
C -2.86914 -1.17647 4.04784 -0.10
C -3.35001 -0.12066 3.05959 -0.10
O -3.33363 -0.82792 1.82322 -0.49
H -3.73149 -1.76429 4.37498 0.18
H -2.30871 -0.76856 4.88008 0.22
H -2.65265 0.71370 2.95756 0.20
H -4.36098 0.21840 3.27803 0.20
O 2.69176 2.68457 -2.69094 -0.59
C 3.67433 3.23431 -3.07567 0.98
O 4.77178 2.61056 -3.49653 -0.48
C 5.79220 3.52960 -3.87347 -0.10
C 5.17019 4.89265 -3.50372 -0.10
O 3.85091 4.57791 -3.10907 -0.49
H 6.72706 3.25538 -3.38405 0.20
H 6.03703 3.43711 -4.93474 0.19
H 5.13202 5.51297 -4.39581 0.20
H 5.72454 5.29073 -2.65401 0.19
O -1.25743 2.24165 -3.44388 -0.57
C -2.17837 1.54229 -3.68595 0.97
O -2.17465 0.19668 -3.47715 -0.50
C -3.18216 -0.42996 -4.27517 -0.09
C -4.04490 0.78636 -4.70148 -0.10
O -3.30113 1.90814 -4.33158 -0.48
H -2.78667 -0.91391 -5.16608 0.19
H -3.70837 -1.13561 -3.64018 0.20
H -4.99866 0.76377 -4.16807 0.18
H -4.28233 0.67412 -5.75867 0.19
O 0.27993 0.87520 3.10700 -0.62
C 0.22351 1.10214 1.93802 0.98
O -0.77035 0.61674 1.17641 -0.50
C -0.46482 0.84992 -0.19422 -0.09
C 0.63005 1.90637 -0.14327 -0.10
O 1.11653 1.76136 1.19814 -0.48
H -0.08364 -0.06916 -0.63593 0.18
H -1.30271 1.20929 -0.78503 0.21
H 0.24258 2.92045 -0.24539 0.19
H 1.39865 1.73119 -0.89018 0.24
O 0.96826 -4.04030 -4.93859 -0.58
C 0.72989 -3.72195 -3.81455 0.96
O 1.53479 -2.86364 -3.11953 -0.49
C 1.04315 -2.82540 -1.76315 -0.10
C -0.36883 -3.24275 -1.93198 -0.11
O -0.27561 -4.13821 -3.05799 -0.48
H 1.54557 -3.52724 -1.09087 0.19
H 1.19770 -1.80795 -1.41550 0.20
H -1.06498 -2.41016 -2.08555 0.19
H -0.84882 -3.82327 -1.14517 0.23

---

b) 60
Properties=species:S:1:pos:R:3:nbo_charge:R:1 method="wB97M-V/def2-TZVPD" smiles="O=C1OCCO1.O=C1OCCO1.O=C1OCCO1.O=C1OCCO1.O=C1OCCO1.O=C1OCCO1" e_lumo_ev=-0.189 charge=0
O 0.42616 1.24798 -1.50768 -0.63
C 0.69124 0.36280 -0.74861 0.99
O 1.72784 0.38791 0.10305 -0.49
C 1.71063 -0.80675 0.91706 -0.11
C 0.71122 -1.70756 0.18581 -0.10
O -0.00696 -0.78016 -0.63765 -0.50
H 2.71576 -1.21520 0.95141 0.22
H 1.33180 -0.52991 1.89808 0.22
H 0.03227 -2.15131 0.90913 0.21
H 1.17880 -2.46139 -0.44275 0.20
O -0.67165 -0.33840 3.35293 -0.60
C -1.85379 -0.35931 3.46509 0.98
O -2.53852 0.28467 4.42840 -0.48
C -3.94696 0.08578 4.26510 -0.10
C -4.04053 -0.83603 3.03105 -0.10
O -2.67408 -1.14235 2.73232 -0.50
H -4.30362 -0.39009 5.17512 0.20
H -4.44712 1.03469 4.09666 0.20
H -4.46031 -0.32052 2.16921 0.20
H -4.59704 -1.75051 3.21418 0.20
O -3.57036 -0.24666 -6.28635 -0.57
C -2.87723 0.07103 -5.37650 0.97
O -2.56957 1.35843 -5.06279 -0.49
C -1.82584 1.37902 -3.85572 -0.09
C -1.34645 -0.06837 -3.70522 -0.10
O -2.29867 -0.78336 -4.50211 -0.49
H -0.93850 2.00805 -3.92343 0.19
H -2.42788 1.71669 -3.01269 0.18
H -1.39409 -0.34505 -2.66045 0.22
H -0.36620 -0.23129 -4.14841 0.18
O 5.24486 -2.41166 0.23362 -0.57
C 5.24225 -1.45177 -0.46194 0.97
O 4.26516 -1.15725 -1.35715 -0.50
C 4.43191 0.18560 -1.78606 -0.11
C 5.90611 0.46856 -1.47477 -0.10
O 6.19497 -0.49256 -0.45725 -0.48
H 4.24465 0.33943 -2.84761 0.20
H 3.76055 0.82148 -1.20970 0.20
H 5.98235 1.49627 -1.12709 0.20
H 6.57806 0.26294 -2.30513 0.19
O 0.23155 -6.52872 5.28961 -0.55
C -0.47223 -5.61314 5.02906 0.97
O -0.85472 -4.64154 5.89677 -0.49
C -1.71421 -3.71394 5.24879 -0.10
C -1.50650 -4.04438 3.75686 -0.10
O -1.01704 -5.37670 3.80047 -0.49
H -2.74682 -3.77081 5.58941 0.18
H -1.33354 -2.71317 5.45769 0.20
H -0.81653 -3.32121 3.32146 0.19
H -2.43198 -4.06708 3.18664 0.20
O 1.57816 7.59947 -2.52256 -0.57
C 1.03697 6.56112 -2.69695 0.97
O -0.19732 6.25452 -2.21897 -0.49
C -0.47751 4.87590 -2.44279 -0.10
C 0.60610 4.46719 -3.45629 -0.10
O 1.55317 5.51891 -3.38843 -0.49
H -0.46029 4.32232 -1.50784 0.20
H -1.43737 4.79189 -2.94946 0.19
H 0.16815 4.34407 -4.44689 0.18
H 1.07067 3.52146 -3.17776 0.20

---

Which of them is the most stable? Correct choice: b).

---

a) 10
Properties=species:S:1:pos:R:3:nbo_charge:R:1 method="wB97M-V/def2-TZVPD" e_lumo_ev=-5.974 charge=+1
N -1.72255 -0.48609 -0.71554 -1.12
H -2.32938 -1.16793 -0.24496 0.39
H -1.26436 -0.93706 -1.51314 0.38
H -0.18176 0.75053 0.05856 0.47
H -2.41919 0.07906 -1.19609 0.38
C 1.70624 0.20144 0.22306 0.14
N 0.55130 0.50117 0.72673 -0.55
H 2.32162 -0.51840 0.67128 0.23
H 1.66586 0.14687 -0.84651 0.22
H 0.16854 0.33272 1.65416 0.45

---

b) 10
Properties=species:S:1:pos:R:3:nbo_charge:R:1 method="wB97M-V/def2-TZVPD" e_lumo_ev=-3.940 charge=+1
N 0.02473 0.67552 1.63849 -0.93
H -0.71576 0.07070 1.98780 0.45
H 0.91881 0.23455 1.85340 0.44
H 0.22659 0.65915 0.57867 0.49
H 0.00272 1.66814 2.17329 0.47
C -0.40423 -0.92113 -1.74605 0.04
N 0.44247 -0.23835 -1.08897 -0.74
H -1.27409 -1.31409 -1.09486 0.17
H -0.37532 -1.25122 -2.82119 0.20
H 1.15407 0.41675 -1.48059 0.39

---

Which of them is the most stable? Correct choice: a).